{"formula": "C29H25BrF5IO2Y", "method": "ωB97M-V/def2-TZVPD", "elements": ["Y", "C", "C", "C", "C", "C", "C", "C", "C", "C", "C", "H", "H", "H", "H", "H", "H", "H", "H", "H", "H", "H", "H", "H", "H", "H", "I", "C", "C", "C", "C", "C", "C", "C", "C", "C", "C", "H", "H", "H", "H", "H", "H", "Br", "C", "C", "C", "C", "C", "C", "C", "O", "O", "H", "H", "H", "H", "F", "C", "F", "C", "F", "F", "F"], "positions_angstrom": [[-1.11521, 0.00519, 0.52034], [-0.35937, 0.77562, 2.98088], [-1.62470, 1.38165, 2.76867], [-1.48550, 2.33194, 1.73045], [-0.12962, 2.33343, 1.31560], [0.57066, 1.37114, 2.08968], [2.04394, 1.08529, 2.07842], [0.44108, 3.27421, 0.29323], [-2.54527, 3.24688, 1.18641], [-2.81580, 1.19370, 3.66371], [-0.02936, -0.19458, 4.07581], [2.54224, 1.56665, 2.92657], [2.52063, 1.44984, 1.16808], [2.23986, 0.01315, 2.13933], [0.38264, 4.31047, 0.64220], [-0.10447, 3.22387, -0.65372], [1.48917, 3.05398, 0.09268], [-2.40414, 4.27185, 1.54558], [-3.54178, 2.92399, 1.48876], [-2.52121, 3.26671, 0.09554], [-2.68860, 1.77563, 4.58366], [-2.95101, 0.15116, 3.94684], [-3.73848, 1.52470, 3.19204], [0.18964, 0.32859, 5.01343], [0.84081, -0.80029, 3.82072], [-0.85964, -0.87564, 4.27256], [1.46922, 0.33324, -1.60567], [2.37747, -1.44337, -0.92903], [3.53816, -1.81554, -1.54306], [4.19112, -2.99689, -1.13322], [3.65598, -3.75377, -0.13343], [2.45040, -3.37237, 0.50599], [1.90118, -4.17442, 1.53698], [0.73714, -3.80808, 2.14183], [0.08247, -2.61539, 1.74921], [0.55407, -1.77576, 0.76237], [1.76688, -2.18120, 0.12173], [3.95690, -1.21438, -2.33861], [5.11204, -3.29155, -1.62091], [4.14556, -4.66621, 0.18917], [2.42525, -5.08057, 1.82123], [0.30629, -4.42368, 2.92374], [-0.84524, -2.38219, 2.27188], [-4.39906, 1.02803, -7.67088], [-3.68093, 0.79729, -5.92637], [-3.42670, -0.48454, -5.46740], [-2.89996, -0.64551, -4.19540], [-2.63653, 0.46345, -3.40210], [-2.90312, 1.74005, -3.87890], [-3.42764, 1.91587, -5.15004], [-2.06236, 0.27172, -2.03546], [-1.77428, -0.87520, -1.63394], [-1.86427, 1.29320, -1.30058], [-3.63891, -1.33884, -6.09486], [-2.68704, -1.62777, -3.79544], [-2.69545, 2.58735, -3.23935], [-3.63898, 2.90476, -5.53237], [-3.16751, -1.64749, 2.41000], [-3.29410, -1.33057, 1.03698], [-3.33309, -2.58661, 0.42329], [-4.71551, -0.81798, 0.86478], [-5.67983, -1.62583, 1.35670], [-4.88626, 0.38195, 1.46070], [-4.97866, -0.64620, -0.44502]], "nbo_charge": [1.72, -0.18, -0.15, -0.09, -0.19, -0.13, -0.63, -0.63, -0.64, -0.63, -0.62, 0.20, 0.21, 0.23, 0.20, 0.22, 0.21, 0.20, 0.22, 0.23, 0.20, 0.23, 0.22, 0.20, 0.22, 0.22, 0.26, -0.11, -0.28, -0.22, -0.19, -0.08, -0.22, -0.21, -0.25, -0.50, -0.03, 0.22, 0.20, 0.20, 0.20, 0.20, 0.21, 0.03, -0.07, -0.26, -0.16, -0.08, -0.17, -0.26, 0.76, -0.71, -0.79, 0.22, 0.25, 0.24, 0.22, -0.38, 0.15, -0.36, 0.90, -0.34, -0.33, -0.32], "homo_lumo_gap_ev": 7.29, "mol_weight_da": 796.2, "e_tot_ha": -4680.1672, "lumo_ev": 2.287, "charge": -1, "e_above_lowest_kj_mol": 7.4}


{"formula": "C29H25BrO3", "method": "ωB97M-V/def2-TZVPD", "elements": ["C", "C", "O", "C", "C", "C", "C", "C", "C", "Br", "C", "C", "O", "H", "H", "H", "H", "H", "H", "H", "H", "H", "H", "C", "C", "C", "C", "O", "C", "C", "C", "C", "C", "C", "C", "C", "C", "C", "C", "C", "C", "C", "C", "H", "H", "H", "H", "H", "H", "H", "H", "H", "H", "H", "H", "H", "H", "H"], "positions_angstrom": [[1.56116, -4.73974, 4.30621], [0.79620, -3.44900, 4.31900], [1.77384, -2.44771, 3.89995], [1.22612, -1.22690, 3.98067], [2.16486, -0.12077, 3.60951], [1.49663, 0.91750, 2.79478], [0.15389, 1.27715, 2.98273], [-0.43623, 2.28536, 2.21123], [0.37095, 3.01077, 1.31941], [-0.35603, 4.50794, 0.40560], [1.71500, 2.66934, 1.11544], [2.26855, 1.62699, 1.85979], [0.06450, -1.10197, 4.37239], [0.95063, -5.54238, 4.73557], [1.81563, -5.00851, 3.26952], [2.49583, -4.65758, 4.88037], [0.00113, -3.42407, 3.56484], [0.39259, -3.20448, 5.31198], [3.06553, -0.48645, 3.11218], [-0.46249, 0.74839, 3.70200], [-1.50042, 2.49341, 2.29605], [2.32310, 3.19473, 0.38013], [3.31447, 1.34463, 1.74059], [8.62644, -5.43120, 6.81504], [9.03513, -4.22524, 7.39384], [8.12961, -3.45178, 8.11963], [6.79807, -3.87707, 8.18751], [5.84447, -2.99711, 8.74138], [5.16092, -2.15003, 7.88121], [4.44183, -2.64578, 6.78442], [3.93800, -1.74924, 5.85870], [4.05174, -0.34229, 6.01591], [3.51525, 0.56849, 5.07393], [4.00529, 1.89355, 4.95425], [3.15136, 2.99951, 4.66676], [3.66585, 4.28424, 4.54316], [5.02617, 4.53302, 4.79406], [5.86839, 3.47719, 5.15498], [5.38857, 2.17971, 5.19141], [4.72772, 0.11001, 7.19639], [5.27791, -0.77033, 8.10147], [6.38412, -5.10524, 7.67714], [7.30691, -5.87336, 6.96568], [9.34212, -6.03644, 6.25113], [10.06322, -3.87608, 7.28699], [8.41680, -2.51568, 8.59731], [4.30576, -3.71866, 6.63913], [3.45729, -2.14706, 4.97390], [2.37127, 0.41308, 4.80226], [2.06747, 2.82829, 4.58982], [2.98630, 5.09097, 4.26722], [5.40907, 5.54798, 4.70922], [6.90747, 3.67936, 5.41843], [6.06927, 1.36121, 5.45551], [4.80442, 1.17600, 7.41341], [5.84147, -0.43158, 8.96427], [5.34865, -5.42156, 7.81965], [6.98232, -6.81838, 6.52887]], "nbo_charge": [-0.63, -0.08, -0.50, 0.78, -0.40, 0.00, -0.22, -0.23, -0.08, 0.06, -0.25, -0.18, -0.60, 0.22, 0.21, 0.22, 0.20, 0.21, 0.28, 0.26, 0.23, 0.23, 0.22, -0.23, -0.20, -0.25, 0.31, -0.52, 0.27, -0.25, -0.26, 0.00, -0.14, -0.12, -0.19, -0.21, -0.21, -0.24, -0.14, -0.22, -0.25, -0.27, -0.20, 0.22, 0.22, 0.23, 0.22, 0.23, 0.27, 0.22, 0.22, 0.21, 0.22, 0.22, 0.22, 0.23, 0.23, 0.22], "homo_lumo_gap_ev": 5.64, "mol_weight_da": 501.4, "e_tot_ha": -3919.6552, "lumo_ev": -1.003, "e_above_lowest_kj_mol": 59.5}


- What is the formula in the second record?
  C29H25BrO3